DFT (ωB97M-V/def2-TZVPD) results for a structure of composition C7H8O in a non-equilibrium geometry.

XYZ file:
```
16
Properties=species:S:1:pos:R:3:nbo_charge:R:1
C 1.6199 -1.3604 -0.6406 -0.578
C 0.5921 -0.3252 -0.4281 -0.076
C 1.2332 -2.5994 -0.7646 0.753
C 0.5473 1.0807 0.0614 -0.167
C -0.7288 -0.4008 -0.3642 0.032
C 0.5397 1.4174 1.4596 -0.648
C -2.1258 0.1131 -0.5548 -0.664
O 0.9431 -3.6417 -1.1710 -0.437
H 2.6783 -1.1135 -0.6545 0.272
H 0.4993 1.8650 -0.6020 0.189
H 1.4429 0.8904 1.8970 0.210
H -0.4379 1.0883 1.9013 0.214
H 0.7087 2.4461 1.6293 0.217
H -2.6921 -0.4388 -1.3601 0.230
H -2.2154 1.1638 -0.7288 0.224
H -2.6045 -0.1851 0.3202 0.229
```

Results
- F_max (eV/A) = 4.46
- charge = 0
- energy relative to the best compared isomer or geometry (same formula, charge and spin) (kJ/mol) = 531.3



DFT (ωB97M-V/def2-TZVPD) results for the molecule C7H8O in a non-equilibrium geometry.

XYZ file:
```
16
Properties=species:S:1:pos:R:3:nbo_charge:R:1
C -2.7490 0.2464 0.3356 -0.196
C -0.4273 -0.2192 -0.1930 0.292
C 0.0122 1.0278 -0.1924 -0.284
C 1.3568 1.3353 0.0223 -0.187
C 2.3023 0.2393 0.1197 -0.242
C 1.7549 -1.0185 0.1192 -0.203
C 0.4895 -1.2679 -0.0561 -0.268
H -3.5581 -0.0932 0.3730 0.161
H -2.4654 -0.0923 1.3847 0.164
H -2.7924 1.2862 0.1670 0.168
H -0.7418 1.9569 -0.1810 0.216
H 1.7543 2.4361 -0.0238 0.223
H 3.3940 0.4193 0.0967 0.226
H 2.5358 -1.9315 0.4808 0.213
H -0.2438 -2.2159 -0.0531 0.242
O -1.7899 -0.4781 -0.3969 -0.522
```

Results
- F_max (eV/A) = 13.69
- charge = 0
- energy relative to the best compared isomer or geometry (same formula, charge and spin) (kJ/mol) = 375.5
- structure (SMILES) = COc1ccccc1



DFT (ωB97M-V/def2-TZVPD) results for a structure of composition C7H8O in a non-equilibrium geometry.

XYZ file:
```
16
Properties=species:S:1:pos:R:3:nbo_charge:R:1
C -1.0468 0.9144 0.6915 -0.693
C -0.3449 -0.4303 0.3201 0.263
C -1.1242 -1.5888 0.3166 -0.252
C -0.8149 -1.6965 -1.0423 -0.288
C 0.4746 -1.6832 -1.6952 0.160
O 1.1621 2.8148 1.0856 -1.187
C 1.4523 -0.9315 -1.0972 -0.379
C 1.1166 -0.2712 0.0768 -0.032
H -0.3357 1.7092 1.0529 0.360
H -1.8634 0.7356 1.4515 0.233
H -1.4576 1.2428 -0.3264 0.257
H -0.9930 -2.4505 0.9842 0.297
H -1.6744 -1.8403 -1.7107 0.254
H 1.3208 3.7368 0.9055 0.427
H 2.3618 -0.7165 -1.6101 0.247
H 1.7669 0.4553 0.5971 0.333
```

Results
- F_max (eV/A) = 4.39
- charge = 0
- energy relative to the best compared isomer or geometry (same formula, charge and spin) (kJ/mol) = 1173.2



DFT (ωB97M-V/def2-TZVPD) results for the molecule C7H8O in a non-equilibrium geometry.

XYZ file:
```
16
Properties=species:S:1:pos:R:3:nbo_charge:R:1
C -1.8499 -0.0413 0.7194 -0.402
C -1.1558 0.8085 -0.2218 -0.199
C 1.5734 1.0751 -0.2162 0.010
C 1.6618 -1.0563 0.3904 0.002
C -1.1469 -0.7939 -0.5247 -0.231
C 0.3589 -0.7707 -0.4396 -0.250
C 0.3041 0.6623 0.1524 -0.318
H -1.2899 -0.1288 1.5955 0.210
H -2.9402 -0.0573 0.6832 0.233
H -1.6523 1.3545 -0.9311 0.224
H 2.4932 1.9147 -0.2278 0.220
H 2.2485 -2.0295 0.5747 0.196
H -1.9234 -1.1563 -1.3512 0.235
H 0.7984 -0.4875 -1.4593 0.204
H 0.2618 0.7036 1.1615 0.207
O 2.2583 0.0030 0.0946 -0.340
```

Results
- F_max (eV/A) = 6.97
- charge = 0
- energy relative to the best compared isomer or geometry (same formula, charge and spin) (kJ/mol) = 873.3



DFT (ωB97M-V/def2-TZVPD) results for the molecule C7H8O in a non-equilibrium geometry.

XYZ file:
```
16
Properties=species:S:1:pos:R:3:nbo_charge:R:1
C -0.8974 -0.0660 -0.0858 0.121
C -0.0412 -0.1640 1.2536 -0.329
C 1.2830 0.1051 0.4117 -0.316
C 1.0818 -1.1255 -0.4348 -0.179
C -0.1951 -1.2290 -0.7304 -0.239
C 0.8322 1.3664 -0.3745 -0.177
C -0.4928 1.2582 -0.5010 -0.213
H -2.5806 0.0077 -0.7502 0.461
H -0.2540 0.7381 1.9003 0.199
H -0.1568 -1.0726 1.9153 0.223
H 2.2501 0.3111 0.8395 0.227
H 1.8708 -1.7608 -0.8311 0.219
H -0.5865 -2.2531 -0.9630 0.237
H 1.4698 2.0667 -0.9528 0.225
H -1.3284 1.9542 -0.8380 0.224
O -2.2550 -0.1365 0.1414 -0.682
```

Results
- F_max (eV/A) = 3.96
- charge = 0
- energy relative to the best compared isomer or geometry (same formula, charge and spin) (kJ/mol) = 328.1
- structure (SMILES) = O[C@]12C=C[C@H](C=C1)C2



DFT (ωB97M-V/def2-TZVPD) results for the molecule C7H8O in a non-equilibrium geometry.

XYZ file:
```
16
Properties=species:S:1:pos:R:3:nbo_charge:R:1
C 1.5867 2.2742 -0.1081 -0.212
C 0.2104 0.3860 -0.3474 0.270
C 0.4740 -0.0681 0.8881 -0.311
C -0.2216 -1.1774 1.5139 -0.141
C -1.1809 -1.8371 0.7007 -0.247
C -1.4266 -1.4029 -0.6160 -0.207
C -0.7335 -0.2824 -1.1171 -0.249
H 2.4593 1.8930 0.2361 0.172
H 1.8427 2.8816 -0.7012 0.165
H 1.1345 2.5015 0.8837 0.183
H 1.2407 0.3774 1.6510 0.212
H -0.0401 -1.5189 2.3037 0.163
H -1.7827 -2.8195 1.1499 0.214
H -2.0931 -2.0323 -1.4782 0.226
H -1.0792 0.2957 -2.0793 0.227
O 0.7583 1.3835 -0.9314 -0.466
```

Results
- F_max (eV/A) = 16.38
- charge = 0
- energy relative to the best compared isomer or geometry (same formula, charge and spin) (kJ/mol) = 443.6
- structure (SMILES) = COc1ccccc1



no.,frontier orbital gap (eV)
1,8.3
2,9.8
3,4.0
4,8.0
5,9.8
6,9.4